(1)
The following is a DFT calculation (ωB97M-V/def2-TZVPD) of C23H20Cl2NOPdSTe as an isolated structure at a distorted geometry.

XYZ file:
```
50
Properties=species:S:1:pos:R:3:forces:R:3:lowdin_charge:R:1
Te 0.7829 -0.4230 -0.9062 0.6 0.2 -0.2 1.45
Pd -0.2140 -0.4404 1.3841 -0.4 -0.3 0.1 -0.06
Cl -3.1803 2.8998 -2.0527 0.0 0.1 0.0 0.64
Cl -7.0012 -0.8562 -1.9736 -0.2 0.0 0.0 0.62
S -1.6226 0.0865 3.3776 0.8 -0.2 -0.3 0.72
O -1.4428 0.8472 -0.9475 -0.9 -0.6 -0.2 -0.29
N -2.1647 -1.8558 -0.5170 0.3 -0.1 0.2 0.07
C 1.8949 3.5223 0.6539 0.1 0.0 -0.1 -0.10
C 3.6293 -0.9735 0.2510 -0.1 0.0 0.1 -0.15
C -3.6332 1.2664 -1.6584 0.1 0.0 0.0 -0.60
C 5.6412 -1.4979 -0.9523 0.1 0.0 0.0 -0.12
C -4.9440 0.8799 -1.9028 0.0 -0.2 0.0 -0.16
C -5.3409 -0.4079 -1.6577 -0.1 0.2 0.0 -0.64
C 2.2818 3.6444 -1.7111 0.0 0.0 -0.1 -0.10
C -0.2779 1.2247 3.8694 -0.3 -0.2 0.4 -0.43
C 2.3136 4.2383 -0.4589 0.0 0.1 0.1 -0.11
C -2.6249 0.4144 -1.1508 0.5 0.6 -0.2 -0.42
C 4.9890 -1.2480 0.2481 0.0 0.0 0.0 -0.11
C -4.7706 -2.7065 -0.8984 0.0 0.0 0.0 -0.05
C 2.8975 -0.9619 -0.9322 -0.2 0.0 0.1 -0.49
C 4.9214 -1.5082 -2.1378 0.1 0.0 0.0 -0.11
C -2.5113 -3.0938 -0.2575 0.2 0.2 -0.2 -0.16
C -3.0809 -0.9650 -0.9304 -0.2 0.1 0.0 -0.15
C 3.5557 -1.2561 -2.1222 -0.2 0.0 0.0 -0.16
C -4.4340 -1.3612 -1.1639 0.2 0.0 0.0 -0.19
C 1.4396 1.6056 -0.7410 -0.1 -0.1 -0.2 -0.46
C 1.8446 2.3342 -1.8524 -0.1 -0.1 0.0 -0.13
C -3.8193 -3.5667 -0.4239 -0.2 -0.1 -0.1 -0.08
C -0.8932 -1.4864 3.9672 -0.1 0.3 0.2 -0.43
C 1.4637 2.2114 0.5098 0.0 0.0 0.1 -0.14
H -5.7837 -3.0362 -1.0855 0.0 0.0 0.1 0.08
H 5.5455 -1.2691 1.1781 0.0 0.1 0.0 0.09
H -0.4560 2.1621 3.3478 0.1 0.0 0.0 0.03
H 5.4293 -1.7086 -3.0742 0.0 0.0 0.0 0.09
H 1.1229 1.6277 1.3609 0.0 0.1 0.0 0.04
H 2.6663 5.2570 -0.3480 0.0 0.0 0.0 0.09
H -1.6418 -2.2572 3.7993 0.0 0.0 0.0 0.03
H 6.7096 -1.6785 -0.9616 0.0 0.0 0.0 0.09
H -1.7087 -3.7550 0.0582 -0.1 0.0 0.1 0.10
H 0.0118 -1.7126 3.3964 -0.1 -0.1 0.1 0.00
H 2.5964 4.2069 -2.5825 0.0 0.0 0.0 0.09
H 3.1103 -0.7674 1.1832 0.0 0.0 0.0 0.08
H 2.9858 -1.2848 -3.0448 0.1 0.0 0.0 0.08
H -0.3037 1.3816 4.9503 0.0 0.1 0.0 0.03
H 1.9066 3.9890 1.6322 0.0 0.0 0.0 0.09
H 1.8075 1.8750 -2.8328 0.0 0.0 0.0 0.09
H -5.6445 1.6042 -2.2946 0.0 0.0 0.0 0.09
H 0.6822 0.8048 3.5749 0.0 0.1 -0.1 0.01
H -4.0628 -4.5983 -0.2033 0.0 0.0 0.0 0.09
H -0.6724 -1.4073 5.0333 0.0 -0.1 0.0 0.03
```
Forces are in eV/Å.

Values from the calculation:
**Frontier orbital gap**: 6.0 eV
**Electronic energy**: -2732.9443 Eh
**Highest occupied orbital energy**: -3.4 eV
**Net charge**: -1

(2)
The following is a DFT calculation (ωB97M-V/def2-TZVPD) of C23H20Cl4FNO4OsSi as an isolated structure at a distorted geometry.

XYZ file:
```
55
Properties=species:S:1:pos:R:3:forces:R:3:lowdin_spin:R:1
Os 0.3080 -0.1174 0.3339 0.3 -0.4 1.2 2.82
Cl 4.9581 1.4141 1.0626 0.0 0.0 -0.1 0.00
Cl 6.0638 0.6363 3.9007 0.0 0.0 0.0 0.00
Cl 4.1905 -0.8035 5.9394 0.0 0.0 0.1 0.00
Cl 1.2519 -1.5569 5.0941 0.0 0.0 0.0 0.00
Si 2.2518 0.0736 -2.2520 0.4 0.2 -0.4 0.03
F -1.6053 1.6442 -1.2805 0.0 0.0 0.2 0.01
O -1.4327 -0.9808 0.2453 0.7 0.2 -0.4 0.17
O 2.1232 0.5523 0.6570 -0.5 0.1 -0.7 0.19
O 0.6164 -0.7149 2.3111 -0.7 0.0 -1.1 0.16
O -0.9153 1.5123 1.5508 0.0 -0.2 -0.5 0.12
N 0.5831 -0.0485 -1.6279 -0.2 0.0 0.6 0.23
C 2.3527 -0.1379 -4.1291 -0.2 -0.1 0.2 0.00
C -2.8196 0.1053 1.9192 0.3 -0.4 -0.3 0.02
C -4.3996 -2.2084 1.8605 0.0 0.1 0.1 0.00
C -2.7466 2.5878 2.5261 0.2 0.0 0.0 0.01
C 3.9630 0.6017 2.2063 -0.1 0.0 -0.2 0.01
C -0.6181 -0.9670 -3.5655 0.0 0.0 0.4 0.02
C 2.3038 -0.7272 4.0150 -0.2 0.0 -0.1 0.01
C -4.7305 -1.1660 2.7274 0.0 0.0 0.0 0.02
C -1.6424 0.7459 -2.2900 0.4 0.0 -0.1 0.02
C -1.7251 -0.9913 -4.3940 0.0 -0.1 -0.2 0.00
C 2.7769 1.8687 -1.9685 0.1 -0.4 0.1 0.01
C 1.8172 -0.4118 2.7452 0.9 0.4 0.0 0.02
C 4.4425 0.2617 3.4684 -0.2 -0.1 0.1 0.01
C -2.0686 1.3638 1.9550 -0.2 0.3 0.2 0.01
C 3.6056 -0.3944 4.3762 0.1 0.1 -0.2 0.02
C 2.6612 0.2760 1.8409 0.0 -0.4 1.0 0.01
C -2.4647 -0.9745 1.0677 -0.7 0.1 0.6 0.00
C -3.2953 -2.1108 1.0513 0.3 0.0 -0.2 0.01
C -2.7935 -0.1354 -4.1780 0.0 0.0 0.1 0.02
C -3.9501 -0.0359 2.7396 0.0 0.1 0.1 0.00
C -2.7486 0.7426 -3.1062 -0.1 0.0 0.0 0.00
C -0.5322 -0.0906 -2.4744 -0.6 0.1 -0.5 0.03
C 3.2540 -1.3224 -1.4638 -0.1 0.4 0.0 0.01
H -3.7789 2.6671 2.1929 0.0 0.0 0.0 0.00
H -3.5522 1.4369 -2.8986 0.0 0.0 0.0 0.00
H 3.8447 1.9428 -1.7552 0.0 0.0 0.0 0.00
H 2.4134 -1.1792 -4.4497 -0.1 0.0 0.0 0.00
H 2.5731 2.4619 -2.8621 -0.1 -0.1 0.0 0.00
H -5.0093 -3.1023 1.8329 0.0 0.0 0.0 0.00
H -5.5905 -1.2424 3.3780 0.0 0.0 0.0 0.00
H -2.7263 2.5389 3.6167 -0.1 0.0 0.0 0.00
H 4.3098 -1.0515 -1.3933 0.0 0.0 0.0 0.00
H 1.5098 0.3310 -4.6390 0.0 0.0 0.0 0.00
H -3.0190 -2.9132 0.3794 0.0 0.0 0.0 0.00
H 3.1813 -2.2311 -2.0638 -0.1 0.0 -0.1 0.00
H -2.1846 3.4635 2.2127 0.0 0.0 0.0 0.00
H -3.6513 -0.1428 -4.8359 0.0 0.0 0.0 0.00
H -4.2003 0.7593 3.4286 0.0 0.0 -0.1 0.00
H -1.7553 -1.6909 -5.2194 0.0 0.0 0.0 0.00
H 2.8998 -1.5501 -0.4583 0.1 0.0 0.0 0.00
H 3.2601 0.3622 -4.4766 0.0 0.0 0.1 0.00
H 2.2400 2.3048 -1.1294 0.0 0.0 0.0 0.00
H 0.2000 -1.6555 -3.7240 0.0 0.0 -0.1 0.00
```
Forces are in eV/Å.

Values from the calculation:
**Frontier orbital gap (alpha / beta)**: 7.5 / 6.3 eV
**Electronic energy**: -3564.9994 Eh
**Highest occupied orbital energy (alpha / beta)**: -7.9 / -8.0 eV
**Spin multiplicity**: 5

(3)
The following is a DFT calculation (ωB97M-V/def2-TZVPD) of C23H20ClIN2O5W as an isolated structure at a distorted geometry.

XYZ file:
```
53
Properties=species:S:1:pos:R:3:forces:R:3:lowdin_charge:R:1
W -0.5385 -0.7437 0.7771 1.9 0.4 2.7 1.65
I -0.7475 -1.0986 3.4629 0.5 -0.2 -0.9 0.62
Cl 4.6817 3.1799 5.1108 0.2 0.1 0.1 0.76
O 0.1698 1.4849 1.7339 -0.5 -0.4 -0.4 -0.25
O -2.1475 1.9581 -0.4267 -0.3 -0.2 0.9 0.18
O -2.1540 0.2472 0.9872 -0.4 -3.1 0.2 -0.19
O 0.0603 0.3108 -0.5943 0.5 0.0 -0.1 -0.20
O -3.4369 -1.5460 -4.0917 -0.6 -0.2 0.4 -0.03
N -1.2738 -1.8166 -0.7031 -0.6 -0.9 -2.2 -0.08
N -0.5272 2.0516 -3.6614 0.2 1.4 -0.7 0.18
C 2.6922 0.4131 1.1929 -0.2 0.3 0.1 0.00
C 3.3535 2.7016 4.1502 -0.6 -0.1 -0.3 -0.65
C -1.1846 -0.3616 -2.5691 0.2 1.1 -0.1 -0.04
C -1.5010 -1.6219 -1.9994 0.5 0.5 1.4 0.10
C 1.0134 2.8372 3.6102 -0.4 -0.4 -0.5 0.00
C 3.5343 1.7712 3.1241 -0.1 0.3 0.4 -0.04
C -1.2151 1.2105 -4.3943 0.1 -0.5 0.5 -0.02
C 0.2869 -5.1411 1.2037 0.4 0.6 0.1 -0.02
C 1.2049 1.9225 2.5837 0.9 -0.1 0.4 -0.23
C -1.8886 1.4844 0.6457 0.3 4.2 -0.8 -0.55
C -0.1078 1.8277 -2.4421 0.3 -0.9 1.0 -0.24
C 0.6684 2.9066 -1.7676 -0.1 0.0 0.1 0.02
C -1.4110 -4.3259 -0.3064 -0.2 0.2 0.2 0.02
C -0.8999 -3.0566 -0.0976 0.9 -0.7 0.4 -0.31
C -1.0751 2.2110 1.7493 -0.4 -0.1 -0.2 -0.06
C 0.7963 -3.8586 1.3832 0.5 0.3 0.5 -0.08
C -1.5600 -0.0327 -3.8971 -0.5 -0.7 0.0 -0.07
C -0.8014 -5.3708 0.3765 -0.3 0.2 -0.3 0.00
C 2.0854 3.2315 4.3881 0.6 -0.2 0.0 -0.06
C -0.4076 0.5947 -1.8321 -0.4 -0.1 -1.8 -0.18
C 0.2297 -2.7529 0.7351 -2.4 -0.1 -0.7 -0.25
C 2.4743 1.3744 2.3285 -0.7 0.0 -0.2 -0.20
C -2.3276 -1.0214 -4.7590 0.6 0.1 0.0 -0.19
H 1.6577 -3.7243 2.0260 0.0 0.0 0.1 0.12
H -2.2463 -4.4994 -0.9678 -0.1 0.0 0.0 0.13
H 1.9344 3.9500 5.1772 0.0 0.1 0.1 0.12
H -4.2493 -1.0905 -4.3464 0.1 0.0 0.0 0.12
H -1.5828 2.1069 2.7190 0.2 0.0 -0.2 0.14
H -1.8629 -2.4287 -2.6262 0.1 -0.2 0.2 0.16
H 1.6052 3.0710 -2.2982 0.1 0.0 0.0 0.11
H 1.9869 -0.4698 1.2375 0.2 0.2 0.0 0.05
H -1.1767 -6.3736 0.2515 0.0 -0.1 0.0 0.13
H 2.5645 0.9203 0.2312 -0.1 -0.2 0.0 0.09
H 3.7061 0.0214 1.2328 -0.1 -0.3 0.0 0.10
H 0.0935 3.8289 -1.8349 0.0 0.0 0.1 0.11
H 0.0416 3.2516 3.8232 -0.1 0.1 0.0 0.12
H 4.5207 1.3731 2.9447 0.1 -0.1 0.0 0.12
H -0.9165 3.2638 1.4963 0.0 -0.3 0.0 0.16
H -1.6544 -1.8658 -4.9698 -0.1 0.2 -0.2 0.14
H 0.8668 2.6676 -0.7259 0.1 0.1 0.0 0.07
H -1.4919 1.5407 -5.3862 0.0 -0.1 -0.1 0.14
H 0.7453 -5.9675 1.7222 0.1 -0.1 0.1 0.13
H -2.5880 -0.5466 -5.7075 0.1 -0.1 0.0 0.14
```
Forces are in eV/Å.

Values from the calculation:
**Frontier orbital gap (alpha / beta)**: 4.1 / 4.1 eV
**Electronic energy**: -2198.4780 Eh
**Highest occupied orbital energy (alpha / beta)**: -13.9 / -13.9 eV
**Net charge**: +2

> Which formula does entry 1 have?

C23H20Cl2NOPdSTe